Here is a cluster of 5 separate species, C18H33O9P2 in total from OMol25. Energies are from ωB97M-V/def2-TZVPD.

Output
HOMO-LUMO gap = 0.3190 hartree
HOMO energy = -12.25 eV
Net charge = +1

Structure (XYZ):
```
62
C18H33O9P2 | OMol25 | ωB97M-V/def2-TZVPD
P -2.943 -2.188 -0.726
P -0.939 -2.749 -0.327
O -0.959 0.773 -0.581
O 1.827 3.189 1.035
O -3.746 -2.324 -2.092
O -0.651 -2.817 6.938
O -2.563 0.700 0.932
O 1.033 2.930 -3.858
O 1.891 1.211 2.061
O 2.093 3.723 -5.648
O -0.264 -2.527 4.755
C -0.658 3.086 -0.893
C -2.375 -3.401 5.296
C 2.268 3.065 3.445
C -1.037 -2.904 5.816
C 1.983 2.564 2.045
C -0.015 1.731 -1.148
C 1.477 1.471 -5.783
C -2.106 -3.652 3.817
C -1.442 2.836 0.394
C -0.997 -2.640 3.532
C 2.527 1.747 -6.853
C 2.745 1.814 4.175
C -0.860 -4.568 -0.491
C 1.483 2.743 -4.954
C 2.456 3.267 -6.966
C 0.038 -2.037 -1.679
C 2.014 0.714 3.413
C -1.753 1.363 0.331
H 0.917 1.629 -0.594
H -1.212 -5.029 0.430
H 0.138 1.501 -2.197
H -0.829 3.004 1.282
H -3.976 -3.211 -2.408
H 2.519 1.802 5.238
H 3.395 3.744 -7.229
H 0.201 -4.804 -0.593
H 2.343 1.251 -7.803
H 2.546 -0.232 3.368
H 0.474 1.358 -6.203
H 1.044 -2.452 -1.603
H -0.296 -2.948 2.759
H -0.326 -2.209 -2.690
H -1.330 3.330 -1.717
H 1.679 0.613 -5.147
H 3.822 1.699 4.051
H 3.512 1.449 -6.494
H 1.681 3.593 -7.662
H -2.691 -4.271 5.865
H -1.378 -5.009 -1.340
H -3.106 -2.606 5.458
H -1.397 -1.656 3.268
H -3.659 -2.848 0.278
H 0.090 3.869 -0.808
H 1.331 3.453 3.852
H -2.360 3.409 0.503
H 1.009 0.541 3.804
H 2.980 3.885 3.407
H -2.979 -3.514 3.179
H -1.731 -4.667 3.677
H 0.071 -0.975 -1.461
H -3.010 -0.820 -0.452
```



Here is an isolated molecule of C4H10O2 from OMol25. Energies are from ωB97M-V/def2-TZVPD.

Output
SMILES = CCOCCO
HOMO-LUMO gap = 0.4114 hartree
HOMO energy = -10.15 eV
Net charge = 0

Structure (XYZ):
```
16
C4H10O2 | OMol25 | ωB97M-V/def2-TZVPD
O 2.148 -0.994 0.838
O -0.158 0.253 0.261
C 2.155 0.396 0.612
C -1.212 0.031 -0.653
C 1.017 0.778 -0.321
C -2.308 -0.731 0.065
H 1.182 0.324 -1.311
H -2.700 -0.146 0.903
H 0.948 1.870 -0.447
H -1.914 -1.674 0.458
H 1.227 -1.199 1.055
H 3.118 0.653 0.160
H 2.060 0.955 1.557
H -1.591 0.989 -1.043
H -3.131 -0.956 -0.620
H -0.840 -0.549 -1.513
```



Here is a structure of composition C13H21I2KN3O2 from OMol25. Energies are from ωB97M-V/def2-TZVPD.

Output
HOMO-LUMO gap = 0.2798 hartree
HOMO energy = -11.37 eV
Net charge = +1

Structure (XYZ):
```
42
C13H21I2KN3O2 | OMol25 | ωB97M-V/def2-TZVPD
I -3.772 -1.451 -2.078
I -3.915 2.648 0.828
K 3.478 -1.742 -2.530
O 3.650 -0.106 0.638
O 1.344 1.244 1.155
N -0.203 -1.263 -2.038
N -1.621 1.254 3.031
N -1.665 -1.875 2.132
C -2.398 -1.331 0.991
C 5.058 -0.287 0.602
C -4.332 0.145 -0.748
C -0.635 0.303 0.006
C -3.121 0.913 -0.198
C 0.611 0.066 0.922
C -5.302 1.049 -1.539
C 5.575 -1.106 -0.604
C 3.152 0.681 -0.414
C 2.049 1.664 0.016
C -2.037 0.149 0.694
C -1.846 0.810 2.005
C -0.419 -0.535 -1.182
H 5.538 0.699 0.601
H 5.319 -0.785 1.534
H -4.790 1.922 -1.947
H -0.869 -2.420 1.825
H 1.372 1.757 -0.848
H -2.195 -1.921 0.096
H -2.594 1.350 -1.049
H -4.877 -0.281 0.097
H -6.132 1.362 -0.905
H -2.258 -2.492 2.672
H 0.339 -0.345 1.893
H 3.958 1.262 -0.885
H 4.799 -1.351 -1.320
H -3.466 -1.391 1.203
H 2.453 2.651 0.243
H 1.257 -0.668 0.421
H -5.731 0.507 -2.381
H 2.727 0.016 -1.182
H 6.020 -2.045 -0.265
H 6.364 -0.554 -1.122
H -0.567 1.347 -0.326
```



Here is a structure of composition C12H14ClN5O13SV from OMol25. Energies are from ωB97M-V/def2-TZVPD.

Output
HOMO-LUMO gap (spin up / spin down) = 0.1845 / 0.3189 hartree
Expectation value of S² = 3.772
2S+1 = 4
HOMO energy (spin up / spin down) = -0.65 / -4.31 eV
Net charge = -2

Structure (XYZ):
```
47
C12H14ClN5O13SV | OMol25 | ωB97M-V/def2-TZVPD
V 0.332 -0.363 -0.331
Cl 2.887 -1.620 0.280
S 0.772 -0.637 -2.784
O 1.784 -1.099 1.096
O -0.100 4.776 3.232
O 2.551 -2.932 -0.164
O -2.019 5.153 4.360
O 0.923 0.617 -1.951
O 4.057 -1.688 1.122
O 0.570 -1.690 -1.714
O -0.506 -0.535 -3.528
O 1.874 -0.900 -3.666
O 0.716 3.202 1.886
O 3.121 -0.718 -0.793
O 0.362 1.305 0.856
O -4.048 -3.531 4.141
N -1.520 0.258 -1.129
N -0.816 -1.424 0.829
N -4.045 -5.030 2.432
N -3.213 2.998 3.147
N -2.467 1.499 1.726
C -2.703 -3.026 2.248
C -1.417 -2.512 0.262
C -3.616 -3.834 3.023
C -2.329 -3.300 0.901
C -1.916 3.330 2.910
C -1.150 -1.172 2.130
C -0.080 2.243 1.525
C -4.820 1.186 2.428
C -1.293 4.527 3.577
C -1.456 2.378 2.032
C -3.505 1.886 2.418
C -2.055 -1.907 2.836
H -2.770 -4.115 0.342
H -5.270 1.210 1.435
H -3.416 -5.459 1.775
H -1.512 1.269 -1.091
H 0.236 3.871 2.554
H -4.472 -5.663 3.086
H -1.436 -0.034 -2.121
H -2.279 -1.661 3.866
H -3.782 3.525 3.790
H -2.366 -0.075 -0.697
H -4.668 0.142 2.706
H -1.103 -2.741 -0.746
H -0.634 -0.345 2.595
H -5.504 1.655 3.136
```



Here is an isolated molecule of C4H9NO4 from OMol25. Energies are from ωB97M-V/def2-TZVPD.

Output
SMILES = CN[C@](O)(CO)C(=O)O
HOMO-LUMO gap = 0.3479 hartree
HOMO energy = -8.99 eV
Net charge = 0

Structure (XYZ):
```
18
C4H9NO4 | OMol25 | ωB97M-V/def2-TZVPD
O 1.191 1.728 -1.114
O 0.964 -1.331 0.671
O -0.031 2.129 1.296
O 2.676 -0.027 -0.863
N -0.827 -0.286 -0.398
C 0.348 -0.138 0.350
C 0.180 0.785 1.614
C 1.653 0.586 -0.699
C -0.627 -1.088 -1.634
H 0.981 0.709 2.253
H 1.794 -1.150 1.107
H 0.338 2.078 -0.869
H -1.411 -1.750 -1.969
H -0.381 -0.284 -2.351
H -0.668 0.414 2.082
H 0.391 2.700 2.032
H -1.476 -0.726 0.239
H 0.409 -1.721 -1.489
```



Here is a cluster of 13 separate species, C18H62O16 in total from OMol25. Energies are from ωB97M-V/def2-TZVPD.

Output
HOMO-LUMO gap = 0.3608 hartree
HOMO energy = -9.63 eV
Net charge = 0

Structure (XYZ):
```
96
C18H62O16 | OMol25 | ωB97M-V/def2-TZVPD
O 4.045 5.484 -4.115
O -3.175 -1.182 6.345
O -4.265 0.208 8.765
O 1.307 -5.702 -9.110
O -3.761 7.040 -3.547
O -6.593 4.104 -0.378
O 0.422 8.475 -3.289
O 3.989 1.585 -7.329
O 5.544 -2.867 3.905
O -4.208 -5.470 -7.687
O 0.642 1.203 -0.098
O 3.318 -7.280 -0.791
O -1.796 -7.790 1.522
O -2.034 9.531 2.136
O -1.142 -0.563 -1.479
O 6.893 -0.376 3.755
C 6.707 -1.175 2.531
C -0.794 10.071 1.655
C 2.105 -5.393 -10.252
C -0.185 -1.458 -2.088
C -2.754 0.017 6.969
C -3.148 -1.149 4.918
C -4.606 -6.116 -6.526
C -2.957 -8.185 0.781
C -2.847 0.109 8.503
C -0.970 0.834 -1.783
C -4.498 0.359 10.136
C 0.373 1.394 -1.468
C 7.672 0.768 3.518
C -6.718 4.767 0.811
C 5.490 -2.144 2.692
C 3.440 0.381 -6.921
C 1.462 2.167 0.461
C 4.284 -3.472 4.183
H -1.788 1.317 -1.248
H 3.830 0.194 -5.921
H 6.530 -0.509 1.687
H -3.849 -1.898 4.548
H 3.618 -0.431 -7.627
H 2.589 -7.294 -0.171
H 1.017 3.152 0.602
H 3.514 6.249 -3.893
H -0.275 -2.521 -1.859
H -6.036 4.402 1.579
H 2.830 -4.638 -9.949
H 3.636 2.177 -6.661
H 4.861 5.610 -3.631
H 4.259 -3.772 5.231
H -0.480 8.190 -3.146
H 2.577 -6.270 -10.696
H -2.017 -7.678 2.450
H -1.186 0.920 -2.848
H -3.615 -0.273 4.468
H -0.255 -1.383 -3.173
H 1.880 1.727 1.366
H 1.402 -4.951 -10.957
H 4.573 -1.562 2.595
H -7.714 4.475 1.145
H -4.357 7.652 -3.979
H -4.330 6.351 -3.205
H -2.158 0.855 8.899
H -1.732 0.164 6.620
H -6.690 5.844 0.648
H -3.826 -6.849 -6.324
H -2.176 8.711 1.659
H -2.605 -8.761 -0.075
H -6.932 3.212 -0.266
H 5.455 -2.884 1.892
H -5.550 0.616 10.258
H 4.021 -4.379 3.639
H 8.710 0.577 3.243
H -4.201 -0.466 10.784
H 2.357 0.496 -6.966
H -0.506 10.919 2.277
H -2.554 -0.869 8.886
H -3.489 -7.310 0.406
H 2.354 2.348 -0.139
H 7.561 -1.791 2.251
H 1.873 -5.707 -8.334
H 0.366 9.428 -3.354
H 7.690 1.353 4.438
H 1.118 0.874 -2.070
H -3.635 -8.778 1.395
H -0.925 10.493 0.658
H 0.799 -1.234 -1.676
H -3.259 -5.554 -7.805
H 0.362 2.445 -1.756
H 3.977 -7.854 -0.399
H -3.350 0.841 6.578
H -3.925 1.220 10.481
H 3.467 -2.751 4.153
H -2.132 -1.236 4.534
H -0.023 9.301 1.661
H -4.697 -5.417 -5.694
H -5.537 -6.672 -6.638
H 7.335 1.407 2.702
```



Here is a cluster of 2 separate species, CHN3O2 in total from OMol25. Energies are from ωB97M-V/def2-TZVPD.

Output
SMILES = N#[N+][O-].N=C=O
HOMO-LUMO gap = 0.4383 hartree
HOMO energy = -11.20 eV
Net charge = 0

Structure (XYZ):
```
7
CHN3O2 | OMol25 | ωB97M-V/def2-TZVPD
O -1.439 -0.595 1.590
O 2.688 -0.593 0.156
N 1.762 -0.698 -0.552
N -1.306 1.164 0.084
N 0.891 -0.692 -1.188
C -1.379 0.166 0.748
H -1.217 1.247 -0.838
```



Here is a structure of composition C21H17Br4ClN3O8SZn from OMol25. Energies are from ωB97M-V/def2-TZVPD.

Output
HOMO-LUMO gap = 0.2270 hartree
HOMO energy = -3.97 eV
Net charge = -1

Structure (XYZ):
```
56
C21H17Br4ClN3O8SZn | OMol25 | ωB97M-V/def2-TZVPD
Br 5.622 -0.672 3.971
Br 0.194 0.805 4.923
Br 3.239 0.130 6.093
Br 4.929 -0.928 0.753
Zn 0.101 -0.011 0.111
Cl 0.546 0.979 -5.720
S -0.938 2.732 0.100
O -1.921 0.136 -0.149
O 0.041 0.232 1.991
O 1.966 -0.441 0.248
O -2.429 0.889 -5.868
O -3.763 0.440 -4.162
O -0.269 -2.155 -0.234
O -3.552 0.114 -1.654
O 0.380 2.083 -0.089
N 0.705 0.390 -3.108
N -0.305 -4.374 -0.430
N -0.048 0.190 -2.032
C 2.113 0.408 -3.065
C 3.858 -0.372 3.353
C -0.883 4.023 -1.228
C -1.406 0.518 -3.785
C 4.140 1.206 -2.100
C 2.863 -0.019 4.241
C -2.357 0.145 -1.312
C 1.241 0.047 2.431
C 3.559 -0.496 1.994
C -1.314 0.262 -2.397
C 2.758 1.161 -2.094
C 4.209 -0.230 -4.024
C -0.477 -3.129 -0.927
C 4.865 0.520 -3.060
C -0.673 3.914 1.480
C -0.974 -3.070 -2.352
C 2.827 -0.298 -4.022
C -0.077 0.601 -4.190
C -2.580 0.638 -4.692
C 1.575 0.216 3.766
C 2.276 -0.318 1.500
H -1.524 4.588 1.506
H -0.931 3.503 -2.181
H -0.389 -5.207 -0.986
H -3.738 0.285 -3.135
H 2.186 1.678 -1.343
H 0.254 4.454 1.332
H -0.631 3.335 2.399
H 5.944 0.563 -3.043
H 4.765 -0.768 -4.778
H -1.921 -2.534 -2.355
H 0.000 -4.462 0.526
H -1.729 4.693 -1.125
H 4.657 1.788 -1.354
H -1.120 -4.057 -2.787
H 0.058 4.558 -1.148
H -0.273 -2.505 -2.962
H 2.300 -0.903 -4.746
```



Here is a structure of composition C22H15BCl2F4N4O7Zr from OMol25. Energies are from ωB97M-V/def2-TZVPD.

Output
HOMO-LUMO gap = 0.2566 hartree
HOMO energy = -7.90 eV
Net charge = 0

Structure (XYZ):
```
56
C22H15BCl2F4N4O7Zr | OMol25 | ωB97M-V/def2-TZVPD
Zr -0.476 -0.167 -0.024
Cl 1.982 -5.528 3.419
Cl 0.210 -6.874 1.195
F -2.755 -0.434 -0.564
F -4.262 -1.594 0.804
F -1.954 -1.500 1.195
F -3.289 0.342 1.542
O -1.079 1.794 -0.151
O 2.745 -0.485 2.519
O -0.848 -3.633 -2.545
O 0.103 3.006 1.941
O -0.520 0.281 2.266
O -0.762 0.769 4.406
O -1.018 3.672 -1.353
N -0.231 -2.145 -0.879
N -0.830 -0.097 -2.376
N 1.262 -1.105 0.836
N 1.524 1.091 -0.400
C 3.377 1.822 0.925
C 2.138 -0.313 1.473
C 2.346 0.940 0.651
C -1.474 -1.458 -4.232
C -1.163 0.987 -3.085
C 0.000 -4.425 0.113
C 1.053 -2.462 1.069
C -0.675 1.111 3.141
C -0.837 2.588 2.897
C 1.323 -4.586 2.131
C 2.785 3.000 -1.067
C -0.411 3.840 0.924
C 3.600 2.869 0.048
C -0.695 -2.515 -2.089
C -1.775 -0.332 -4.976
C -1.013 -1.306 -2.936
C -1.623 0.911 -4.390
C 1.587 -3.222 2.099
C -0.900 3.065 -0.304
C 0.540 -5.179 1.148
C 0.248 -3.062 0.068
C 1.748 2.098 -1.245
B -3.177 -0.807 0.778
H 2.200 -2.765 2.858
H 4.406 3.569 0.224
H 1.071 2.192 -2.082
H -1.868 2.727 2.555
H 2.935 3.792 -1.786
H -1.590 -2.462 -4.615
H -0.711 -0.198 4.488
H -2.138 -0.421 -5.991
H -1.084 1.945 -2.587
H -0.700 3.123 3.840
H -0.604 -4.898 -0.643
H -1.871 1.820 -4.919
H -1.226 4.472 1.287
H 3.981 1.652 1.804
H 0.393 4.497 0.596
```



Here is a cluster of 6 separate species, C20H42NO11S4 in total from OMol25. Energies are from ωB97M-V/def2-TZVPD.

Output
HOMO-LUMO gap = 0.3941 hartree
HOMO energy = -12.26 eV
Net charge = +1

Structure (XYZ):
```
78
C20H42NO11S4 | OMol25 | ωB97M-V/def2-TZVPD
S 36.899 2.775 4.692
S 34.965 6.864 4.985
S 30.610 4.044 4.982
S 34.701 2.003 10.726
O 33.649 7.332 9.654
O 33.805 5.513 8.255
O 36.780 2.833 6.095
O 36.320 6.930 4.701
O 35.975 2.478 10.192
O 35.055 5.618 10.101
O 34.289 5.658 5.425
O 35.717 2.897 3.942
O 31.320 2.927 4.367
O 33.523 2.405 9.996
O 30.301 4.105 6.381
N 33.635 2.917 6.838
C 38.017 4.081 4.134
C 34.366 9.437 5.384
C 39.235 2.010 4.040
C 37.806 1.396 4.144
C 39.086 3.420 3.344
C 31.453 5.541 4.480
C 34.054 7.694 3.668
C 34.409 1.153 13.231
C 33.221 7.948 12.040
C 28.963 5.834 3.694
C 34.579 0.252 10.922
C 34.509 2.433 12.457
C 33.924 0.102 12.316
C 34.093 6.134 9.320
C 34.661 8.166 6.173
C 30.498 6.357 3.443
C 33.491 8.968 4.142
C 35.199 6.513 11.328
C 34.170 7.661 10.932
C 29.091 4.326 3.987
H 30.247 7.443 3.801
H 38.327 4.504 5.007
H 39.374 2.082 5.173
H 37.387 4.816 3.756
H 36.054 7.051 11.292
H 34.144 -0.805 12.751
H 33.179 2.704 6.121
H 33.587 2.931 12.481
H 33.642 7.871 12.961
H 33.391 6.906 3.345
H 38.693 3.263 2.261
H 31.850 6.094 5.488
H 34.042 9.998 6.240
H 34.270 3.730 6.658
H 35.390 8.140 6.710
H 28.273 4.018 4.614
H 33.760 1.132 14.200
H 37.187 1.161 3.264
H 35.298 9.841 5.042
H 33.883 7.997 6.865
H 35.559 0.938 13.713
H 39.774 1.328 3.542
H 33.075 3.348 7.356
H 34.767 7.811 3.064
H 28.610 6.300 4.523
H 32.356 5.007 3.976
H 33.759 9.754 3.405
H 35.093 5.820 12.321
H 34.768 8.612 10.651
H 32.868 -0.018 12.307
H 29.122 3.577 3.193
H 40.025 3.961 3.178
H 35.607 -0.092 10.736
H 32.387 8.825 4.531
H 37.689 0.557 4.953
H 35.239 3.063 12.936
H 32.742 8.935 11.831
H 34.097 -0.116 10.099
H 30.649 6.063 2.428
H 34.103 2.245 7.417
H 28.362 5.960 2.830
H 32.362 7.281 12.328
```